Record 1
Formula: C12H36O6
Source: OMol25
Level of theory: ωB97M-V with the def2-TZVPD basis set

Last column: Mulliken charge in e.
Cartesian coordinates (Å):
C 0.535574 -0.699444 -5.126704  -0.73
C 0.147574 -2.117444 -4.711704  -0.42
O -0.392426 -2.112444 -3.272704  -0.51
H 1.085574 -0.644444 -6.189704  0.28
H 1.095574 -0.094444 -4.359704  0.11
H -0.511426 -0.171444 -5.054704  0.24
H 0.910574 -2.887444 -4.970704  0.32
H -0.585426 -2.477444 -5.322704  0.44
H -0.532426 -3.054444 -2.886704  0.26
C -1.361426 2.733556 -2.096704  -1.60
C -0.661426 1.520556 -1.529704  0.40
O 0.323574 1.902556 -0.481704  -0.63
H -1.897426 3.283556 -1.429704  0.45
H -2.159426 2.310556 -2.897704  0.26
H -0.817426 3.357556 -2.596704  0.50
H -0.014426 1.090556 -2.244704  0.10
H -1.327426 0.664556 -1.174704  0.09
H 0.586574 1.062556 0.006296  0.47
C -0.987426 -1.241444 1.170296  -2.04
C 0.219574 -1.366444 0.322296  0.22
O 1.141574 -0.419444 0.826296  -0.62
H -0.525426 -1.596444 2.136296  0.29
H -1.525426 -1.854444 0.895296  1.04
H -1.472426 -0.370444 1.096296  0.16
H 0.070574 -1.037444 -0.610704  0.11
H 0.798574 -2.273444 0.352296  0.50
H 1.984574 -0.613444 0.505296  0.37
C -3.247426 2.312556 2.154296  -0.93
C -4.687426 2.794556 2.686296  -0.37
O -5.760426 2.222556 2.066296  -0.47
H -2.634426 2.887556 2.672296  0.42
H -3.116426 2.147556 1.117296  0.29
H -3.288426 1.323556 2.704296  0.21
H -4.934426 3.919556 2.404296  0.19
H -4.825426 2.591556 3.776296  0.36
H -6.298426 1.974556 2.734296  0.30
C 3.378574 -1.798444 -2.333704  -0.75
C 3.773574 -0.479444 -1.655704  -0.42
O 3.715574 -0.663444 -0.218704  -0.58
H 3.940574 -2.577444 -2.003704  0.46
H 3.487574 -1.775444 -3.452704  0.28
H 2.326574 -1.882444 -1.891704  -0.02
H 3.180574 0.421556 -1.878704  0.25
H 4.766574 -0.346444 -1.899704  0.49
H 4.198574 -0.079444 0.214296  0.23
C 0.522574 -0.076444 4.638296  -1.10
C 1.673574 -1.037444 4.468296  -0.15
O 2.238574 -1.281444 5.784296  -0.58
H -0.012426 0.222556 3.655296  0.16
H 1.025574 0.951556 4.815296  0.28
H -0.107426 -0.156444 5.441296  0.46
H 2.325574 -0.473444 3.823296  0.18
H 1.320574 -1.994444 4.294296  0.42
H 2.909574 -2.041444 5.531296  0.33

Forces on atoms 1 to 2 (eV/Å):
C -1.3 1.4 -0.1
C 1.8 -0.3 2.4

Output
E: -929.9118 Eh
SMILES: CCO.CCO.CCO.CCO.CCO.CCO
Relative energy (zero: lowest compared OMol25 entry of this formula, charge and spin): 9.013 eV
Frontier orbital gap: 9.95 eV
LUMO level: 0.021 hartree

Record 2
Formula: CH3Br2P
Source: OMol25
Level of theory: ωB97M-V with the def2-TZVPD basis set

Last column: Mulliken charge in e.
Cartesian coordinates (Å):
C -0.483830 -0.104857 0.399298  -0.39
P 1.000470 0.778101 -0.348421  -0.02
Br -0.752962 -1.874519 -0.100307  0.00
Br -1.938249 1.178004 -0.016981  -0.07
H -0.491668 -0.158651 1.685908  0.34
H 0.529888 0.210120 -1.550590  0.08
H 2.136353 -0.028195 -0.068909  0.07

Forces on atoms 1 to 2 (eV/Å):
C 0.4 1.4 4.9
P -0.7 0.4 0.1

Output
E: -5529.2229 Eh
Relative energy (zero: lowest compared OMol25 entry of this formula, charge and spin): 2.903 eV
Frontier orbital gap: 9.83 eV
LUMO level: 0.008 hartree